Record 1
DFT (ωB97M-V/def2-TZVPD) results for 2 unconnected molecules or ions with the total composition C4H9INO2.

Its largest force on an atom is 4.5 eV/A. Its energy above the lowest of the compared OMol25 structures with the same formula, charge and spin is 34.8 kcal/mol. For the orbital gap, the calculation gives 9.40 eV.

The geometry in ORCA input format:
```
! wB97M-V def2-TZVPD RIJCOSX def2/J DEFGRID3
* xyz 1 1
I -3.60102 0.14237 0.30016
O -0.78293 0.42937 -0.35817
O 1.03009 -0.54578 0.91934
N -1.37685 -2.59126 -0.51717
C -1.54163 -0.24343 0.35458
C 0.74814 0.33040 -0.06982
C 2.09060 2.40022 -0.39640
C 1.11032 1.72738 0.17612
H 1.17426 -0.04724 1.78924
H 1.03936 -0.17245 -1.08884
H -0.54498 -2.33800 -0.89993
H 1.97487 3.40930 -0.14854
H -2.07974 -2.86237 -1.24118
H -1.03508 -0.75355 1.20387
H 0.40946 2.23331 0.73695
H -1.36130 -3.17722 0.36372
H 2.74643 2.05894 -1.12392
*
```

Here are the Mulliken charges for atoms 1 to 6, given in e:
1 I 0.2722
2 O -0.1683
3 O -0.4413
4 N -0.6270
5 C -0.1447
6 C 0.4477

Record 2
DFT (ωB97M-V/def2-TZVPD) results for a molecular structure, C5H10O2Sr.

Its largest force on an atom is 1.5 eV/A. Its energy above the lowest of the compared OMol25 structures with the same formula, charge and spin is 0.0 kcal/mol. For the orbital gap, the calculation gives 5.09 eV.

The geometry in ORCA input format:
```
! wB97M-V def2-TZVPD RIJCOSX def2/J DEFGRID3
* xyz 0 1
Sr -4.79480 0.18892 2.07639
O -2.53184 0.59496 3.50012
O -0.12044 -1.22386 1.69830
C 0.45834 -1.35135 0.47995
C -0.84328 -0.03643 1.94684
C -1.28346 -0.06468 3.39111
C -2.88368 0.93334 4.83253
C 0.63165 -2.54439 -0.09304
H 0.04904 -3.40933 0.22625
H -0.53023 0.45512 4.00469
H 1.04437 -2.58835 -1.09912
H -1.55485 0.09027 1.11685
H -2.87737 0.04338 5.47950
H -1.34527 -1.07629 3.82363
H -3.89712 1.35263 4.80839
H -0.29689 0.89752 1.75230
H -2.17825 1.67761 5.22722
H 0.45203 -0.43223 -0.11752
*
```

Here are the Mulliken charges for atoms 1 to 6, given in e:
1 Sr -0.0812
2 O -0.1872
3 O -0.3460
4 C 0.0049
5 C -0.4232
6 C -0.3724

Repeat the first record exactly.
DFT (ωB97M-V/def2-TZVPD) results for 2 unconnected molecules or ions with the total composition C4H9INO2.

Its largest force on an atom is 4.5 eV/A. Its energy above the lowest of the compared OMol25 structures with the same formula, charge and spin is 34.8 kcal/mol. For the orbital gap, the calculation gives 9.40 eV.

The geometry in ORCA input format:
```
! wB97M-V def2-TZVPD RIJCOSX def2/J DEFGRID3
* xyz 1 1
I -3.60102 0.14237 0.30016
O -0.78293 0.42937 -0.35817
O 1.03009 -0.54578 0.91934
N -1.37685 -2.59126 -0.51717
C -1.54163 -0.24343 0.35458
C 0.74814 0.33040 -0.06982
C 2.09060 2.40022 -0.39640
C 1.11032 1.72738 0.17612
H 1.17426 -0.04724 1.78924
H 1.03936 -0.17245 -1.08884
H -0.54498 -2.33800 -0.89993
H 1.97487 3.40930 -0.14854
H -2.07974 -2.86237 -1.24118
H -1.03508 -0.75355 1.20387
H 0.40946 2.23331 0.73695
H -1.36130 -3.17722 0.36372
H 2.74643 2.05894 -1.12392
*
```

Here are the Mulliken charges for atoms 1 to 6, given in e:
1 I 0.2722
2 O -0.1683
3 O -0.4413
4 N -0.6270
5 C -0.1447
6 C 0.4477

What is the largest force on an atom in the second record?
1.5 eV/A

orbital gap of number 2 (C5H10O2Sr)?
5.09 eV

The highest orbital gap belongs to which entry?
C4H9INO2